An isolated ion of composition C6H12NO and charge +2. Source: the Open Molecules 2025 dataset; level of theory: wB97M-V/def2-TZVPD.

Results
Highest occupied orbital energy (spin up / spin down) (eV): -18.409 / -18.398
⟨S²⟩: 0.75
Gap between HOMO and LUMO (spin up / spin down) (eV): 9.74 / 5.49

Structure (ORCA input):
```
! RIJCOSX wB97M-V def2-TZVPD def2/J DEFGRID3
* xyz 2 2
O 1.90961 -0.17943 -1.37608
C 1.26080 -1.14475 -1.00718
C -0.22626 -0.95896 -0.41547
C -0.11854 -0.46279 0.93820
C 0.41615 0.99876 0.88478
C -1.41257 2.64692 1.18890
C -0.53937 2.04889 0.36169
N -0.90295 -2.27470 -0.62458
H 1.57388 -2.11758 -0.90975
H -0.89810 -0.27977 -0.96217
H 0.61316 -1.13144 1.49537
H -0.98602 -0.62629 1.56095
H 0.59555 1.28436 1.82745
H 1.36212 1.07196 0.34298
H -2.15740 3.37108 0.81505
H -1.62110 2.55525 2.20190
H -0.40701 2.22397 -0.65971
H -0.24681 -2.87087 -1.15948
H -1.76232 -2.21641 -1.19321
H -1.30348 -2.67435 0.31583
*
```


C4H7NO as an isolated structure. Source: the Open Molecules 2025 dataset; level of theory: wB97M-V/def2-TZVPD.

Results
Highest occupied orbital energy (eV): -9.588
Gap between HOMO and LUMO (eV): 10.60

Structure (ORCA input):
```
! RIJCOSX wB97M-V def2-TZVPD def2/J DEFGRID3
* xyz 0 1
C 2.19557 0.29719 0.43391
N 1.27662 -0.68642 -0.13089
C 0.10006 -0.28786 -0.28402
C -1.25322 -0.90262 -0.57017
C -1.75418 0.43074 0.00754
O -0.41505 0.96809 -0.02015
H 1.70374 1.23662 0.71220
H 2.99720 0.52118 -0.27530
H 2.64896 -0.13455 1.33194
H -1.49193 -1.81894 -0.02745
H -1.47614 -1.02721 -1.63274
H -2.43683 1.03596 -0.58908
H -2.09478 0.36783 1.04420
*
```


C16H40BeNO6S5 as an isolated structure. Source: the Open Molecules 2025 dataset; level of theory: wB97M-V/def2-TZVPD.

Results
Highest occupied orbital energy (eV): -10.521
Gap between HOMO and LUMO (eV): 2.26

Structure (ORCA input):
```
! RIJCOSX wB97M-V def2-TZVPD def2/J DEFGRID3
* xyz 1 1
Be 14.44726 13.27977 10.33518
C 17.15050 15.48161 8.23691
C 16.01815 16.29553 8.86150
O 15.10722 15.57390 9.63951
H 17.68887 16.12593 7.54195
H 16.72552 14.62033 7.72457
H 17.83028 15.19628 9.04021
H 15.52849 16.78126 8.00889
H 16.36003 17.16444 9.43616
C 15.69893 19.89303 10.76507
S 16.90287 19.32085 11.99025
O 18.20935 19.96468 11.74276
C 16.07533 20.16116 13.36233
H 14.73883 19.60164 11.19516
H 15.75466 19.36182 9.81834
H 15.82681 20.97336 10.81548
H 16.20275 21.23547 13.23576
H 16.49516 19.83982 14.31650
H 15.04057 19.83435 13.46896
C 15.38418 15.78226 13.59405
S 16.38588 14.27220 13.28989
O 15.61149 13.24776 12.46645
C 17.55916 15.09029 12.18963
H 15.04202 16.21982 12.65307
H 15.93867 16.56271 14.11432
H 14.48992 15.55992 14.17519
H 18.21815 14.44789 11.60578
H 18.20778 15.81381 12.68094
H 16.88367 15.54737 11.46198
C 19.58990 16.38445 4.07322
S 18.81393 14.80646 3.53950
O 19.95501 14.18607 2.74873
C 18.79775 14.01924 5.19207
H 19.19629 16.69229 5.04134
H 19.43561 17.08232 3.25099
H 20.67561 16.31466 4.13659
H 17.91230 14.22107 5.79590
H 19.63218 14.37731 5.79702
H 18.88186 12.93556 5.11869
C 19.85772 20.22873 8.70500
S 19.13886 18.60981 8.22626
O 20.08191 18.18079 7.13632
C 19.69006 17.65899 9.72295
H 19.30347 20.70163 9.51487
H 19.84404 20.78035 7.76738
H 20.87735 20.05249 9.04353
H 19.17349 16.69862 9.75075
H 19.29915 18.09116 10.64826
H 20.77004 17.57189 9.81872
C 13.18844 16.23005 6.12111
S 13.01472 14.98642 4.77694
O 12.33092 15.58451 3.57199
C 14.83098 14.84550 4.54295
H 13.35561 15.68891 7.05493
H 12.24197 16.72481 6.34542
H 13.92597 17.00448 5.91420
H 15.42299 14.65532 5.43512
H 15.14088 15.70396 3.94642
H 14.92444 13.98318 3.88063
N 12.70900 17.15201 9.56105
C 12.70091 18.25456 8.71642
C 11.57397 18.97305 8.99903
C 10.95519 18.37567 10.11227
C 11.63074 17.22393 10.45305
H 13.44806 16.46074 9.57212
H 13.46392 18.33490 7.95942
H 11.34958 19.93309 8.56190
H 10.04141 18.77875 10.52084
H 11.55475 16.49783 11.24461
*
```


A 2-piece molecular cluster, C44H54BF4N2 overall. Source: the Open Molecules 2025 dataset; level of theory: wB97M-V/def2-TZVPD.

Results
Highest occupied orbital energy (eV): -11.475
Gap between HOMO and LUMO (eV): 7.52

Structure (ORCA input):
```
! RIJCOSX wB97M-V def2-TZVPD def2/J DEFGRID3
* xyz 1 1
F -4.38255 4.34704 -4.28267
C -3.65490 3.24071 -3.93770
C -4.18215 1.99067 -4.19862
C -3.43669 0.89789 -3.76940
F -3.97070 -0.36354 -3.92540
C -2.15774 1.01877 -3.21073
C -1.62197 2.31007 -3.05738
C -0.21402 2.42479 -2.51333
C 0.41845 3.80501 -2.47251
C 1.73438 3.94478 -2.91643
C 2.34174 5.17937 -2.74663
F 3.59144 5.37627 -3.28369
C 1.70544 6.24101 -2.09184
C 0.43796 6.00653 -1.55406
F -0.18414 7.00931 -0.84588
C -0.22012 4.80365 -1.73359
C -2.38961 3.42943 -3.37387
H -5.13238 1.85594 -4.72236
H -1.56746 0.14778 -2.91414
H 0.41926 1.69924 -3.03725
H 2.24700 3.07051 -3.33668
H 2.15968 7.21783 -2.03952
H -1.18582 4.60544 -1.25663
H -2.00614 4.42720 -3.19653
C 2.82681 -1.35576 3.08555
C 3.10387 -2.83909 2.95089
C 4.60299 -2.97506 3.24396
C 2.36108 -3.63093 4.02459
C 2.73870 -3.41342 1.54820
C 3.68056 -4.27138 0.99013
C 3.55780 -4.78083 -0.29508
C 2.37013 -4.60272 -0.97325
C 1.28699 -3.96013 -0.34870
C -0.06909 -4.34216 -1.02289
C -1.28131 -3.80984 -0.30395
C -0.20865 -5.87356 -1.03412
C -0.03862 -3.84978 -2.47255
C 1.53816 -3.16875 0.79935
N 0.64543 -2.09929 1.18977
C 0.40393 -0.96184 0.43445
B 0.57075 -1.16666 -1.04875
H -0.27116 2.22826 -1.46137
N -0.39743 -0.11294 1.19229
C -0.94026 1.23748 0.92457
C -2.34675 1.42421 0.72742
C -3.43592 0.32560 0.51777
C -4.58321 0.81938 -0.37883
C -4.02586 -0.03382 1.88213
C -2.89800 -0.89962 -0.17305
C -2.88552 2.71730 0.79864
C -2.09777 3.83638 0.97175
C -0.74294 3.65934 1.18257
C -0.12976 2.40576 1.14131
C 1.40989 2.39513 1.35411
C 2.13766 1.87758 0.10995
C 1.76242 1.53026 2.54401
C 1.97618 3.77929 1.64648
C -0.74227 -0.82871 2.34336
C -0.15111 -2.03704 2.31785
H 1.75919 -1.17238 3.19644
H 3.30126 -0.95669 3.99690
H 3.22681 -0.79495 2.23160
H 4.89000 -4.01503 3.41984
H 5.20752 -2.56133 2.42901
H 4.84973 -2.41903 4.15584
H 2.65364 -4.68685 3.97179
H 2.62626 -3.23717 5.01279
H 1.27688 -3.57337 3.90150
H 4.56944 -4.54096 1.55682
H 4.35852 -5.38808 -0.72490
H 2.22696 -5.06074 -1.95729
H -2.18440 -4.13640 -0.83923
H -1.27027 -2.72635 -0.31166
H -1.34015 -4.17775 0.72792
H 0.60689 -6.36486 -1.57050
H -0.23140 -6.25857 -0.00969
H -1.14809 -6.14495 -1.52381
H 0.64554 -4.46404 -3.07018
H -1.04135 -3.92762 -2.91155
H 0.29817 -2.80344 -2.50750
H 1.54075 -0.64469 -1.52520
H -0.50298 -1.18249 -1.60845
H -4.18345 1.25054 -1.30366
H -5.22519 -0.02591 -0.66466
H -5.23024 1.55392 0.11303
H -3.25019 -0.41525 2.55335
H -4.48191 0.85141 2.34324
H -4.79322 -0.80664 1.76112
H -2.10958 -1.34401 0.41480
H -3.68769 -1.65273 -0.28914
H -2.50640 -0.65827 -1.16237
H -3.95769 2.89424 0.70494
H -2.55334 4.83238 1.00233
H -0.17072 4.56914 1.37838
H 1.69789 2.27865 -0.81114
H 3.19138 2.19087 0.11536
H 2.10429 0.78971 0.04900
H 1.23287 1.84044 3.44940
H 1.47124 0.51476 2.31535
H 2.84164 1.54970 2.73220
H 1.54148 4.20128 2.55356
H 3.05402 3.69799 1.81839
H 1.83533 4.47112 0.81222
H -1.34689 -0.38130 3.09822
H -0.26922 -2.87271 2.98387
*
```


C6H11Cl9NO2Sr as an isolated structure. Source: the Open Molecules 2025 dataset; level of theory: wB97M-V/def2-TZVPD.

Results
Highest occupied orbital energy (spin up / spin down) (eV): -4.876 / -9.340
⟨S²⟩: 0.75
Gap between HOMO and LUMO (spin up / spin down) (eV): 5.02 / 9.21

Structure (ORCA input):
```
! RIJCOSX wB97M-V def2-TZVPD def2/J DEFGRID3
* xyz 0 2
Sr 0.45152 2.32297 2.39581
O -0.87053 0.52632 1.49941
H -1.67599 0.20108 1.05219
C 1.95604 1.96647 -1.18141
O 1.48333 2.29320 -0.10556
N 2.28341 0.70119 -1.50966
C 2.86686 0.48565 -2.82163
C 2.01049 -0.45367 -0.62839
H 2.33580 2.69682 -1.91254
H 2.37721 -0.37059 -3.28553
H 3.88497 0.09890 -2.77743
H 2.78435 1.36299 -3.46316
H 1.41368 -1.20431 -1.14651
H 3.01031 -0.85135 -0.45430
H 1.55418 -0.23379 0.33676
C -1.81514 1.50581 -1.85151
Cl -1.98622 2.85457 -3.03243
Cl -0.82733 0.19801 -2.68229
Cl -3.28765 0.73563 -1.14992
H -1.26945 1.95955 -1.02419
C -0.86867 -2.81724 0.22687
Cl -0.75674 -3.53654 -1.35122
Cl 0.44473 -3.52494 1.22711
Cl -2.47505 -3.19337 0.92101
H -0.74889 -1.74044 0.10745
C -2.35742 -0.35181 4.45526
Cl -2.46131 0.48019 6.02611
Cl -3.88519 -0.07646 3.59301
Cl -2.03315 -2.08842 4.67519
H -1.53814 0.05357 3.86150
*
```


A 2-piece molecular cluster, C11H15N overall. Source: the Open Molecules 2025 dataset; level of theory: wB97M-V/def2-TZVPD.

Results
Highest occupied orbital energy (eV): -7.974
Gap between HOMO and LUMO (eV): 8.94

Structure (ORCA input):
```
! RIJCOSX wB97M-V def2-TZVPD def2/J DEFGRID3
* xyz 0 1
C 1.32558 -1.53439 3.72754
C 1.79851 -0.71692 2.59177
C 2.89856 0.04665 2.35168
N 2.92113 0.54299 1.04595
C 1.80002 0.00834 0.39272
C 1.37247 0.15159 -0.91738
C 0.20678 -0.47989 -1.27765
C -0.56102 -1.21227 -0.33468
C -0.14758 -1.34042 0.96170
C 1.07214 -0.72311 1.34052
H 2.01871 -1.67450 4.56893
H 1.02892 -2.52631 3.41910
H 0.51841 -1.05286 4.27810
H 3.54394 0.46977 3.10740
H 3.78788 0.60849 0.54978
H 2.02371 0.63782 -1.63254
H -0.06124 -0.57726 -2.31611
H -1.51751 -1.50978 -0.74660
H -0.72744 -1.81800 1.74111
C -2.13905 1.63920 -2.74222
C -3.63895 1.59192 -3.08095
H -1.78274 0.62703 -2.90161
H -1.57636 2.46821 -3.15230
H -2.03518 1.82451 -1.66509
H -3.86372 1.21084 -4.07207
H -4.12673 0.82759 -2.46193
H -4.13926 2.51075 -2.77520
*
```


A 2-piece molecular cluster, CH5N2S overall. Source: the Open Molecules 2025 dataset; level of theory: wB97M-V/def2-TZVPD.

Results
Highest occupied orbital energy (eV): -14.160
Gap between HOMO and LUMO (eV): 8.28

Structure (ORCA input):
```
! RIJCOSX wB97M-V def2-TZVPD def2/J DEFGRID3
* xyz 1 1
C -0.19658 -0.15670 -0.17307
N -1.15140 -0.77931 -0.80487
N 0.11902 0.22950 0.99170
S 1.58247 1.03064 1.39007
H 0.91027 0.86483 -1.20578
H -0.93003 -0.83380 -1.78238
H -1.78102 -1.35097 -0.36440
H -0.23227 -0.26746 1.88596
H 1.67954 1.26326 0.06277
*
```


A 2-piece molecular cluster, C5H10O2 overall. Source: the Open Molecules 2025 dataset; level of theory: wB97M-V/def2-TZVPD.

Results
Highest occupied orbital energy (eV): -9.937
Gap between HOMO and LUMO (eV): 10.70

Structure (ORCA input):
```
! RIJCOSX wB97M-V def2-TZVPD def2/J DEFGRID3
* xyz 0 1
O -2.02580 -1.38296 -0.91921
C -0.84492 -1.63749 -0.89142
C 0.06085 -1.35208 0.27833
C 1.38470 -0.73894 -0.15888
O 2.05955 -0.33078 1.01464
H -0.35738 -2.11841 -1.76877
H -0.45395 -0.68345 0.97262
H 0.25739 -2.29443 0.80774
H 1.19257 0.11629 -0.82490
H 1.97577 -1.47955 -0.72172
H 2.86502 0.13134 0.75272
C -0.41321 2.14688 0.44738
C -1.62558 1.77439 0.04923
H 0.19735 1.53618 1.11125
H 0.02717 3.08384 0.11395
H -2.21811 2.39246 -0.62127
H -2.08141 0.83669 0.35831
*
```


no.,maximum force (eV/A),molar mass (Da),E_tot (eV)
1,5.91,114.2,-9931.756
2,0.49,85.1,-7797.768
3,3.64,511.8,-85575.923
4,3.69,697.7,-61023.102
5,1.75,535.9,-125522.141
6,1.88,161.2,-13139.980
7,5.44,77.1,-14922.434
8,0.55,102.1,-9440.494